Record 1
The following is a quantum chemistry calculation of a cluster of 2 separate species, C3H6O2 in total in a non-equilibrium geometry, from the Open Molecules 2025 dataset.

As for the largest force on an atom: 1.3 eV/Å. For the molar mass, the calculation gives 74.1 g mol⁻¹. As for the orbital gap: 10.5 eV. The energy above the lowest of the compared OMol25 structures with the same formula, charge and spin comes out at 258.52 kJ/mol. For the highest occupied orbital energy, the calculation gives -0.3591 hartree. As for the SMILES: C=CO.C=O. As for the LUMO energy: 0.71 eV.

The geometry in ORCA input format:
```
! wB97M-V def2-TZVPD RIJCOSX def2/J DEFGRID3
* xyz 0 1
O 2.310 -1.338 0.251
O -0.969 -0.444 0.926
C 1.590 -1.576 -0.676
C -1.245 0.887 0.644
C -0.377 1.679 0.062
H 1.734 -2.412 -1.381
H 0.733 -0.906 -0.845
H -0.490 2.749 0.102
H -2.230 1.161 1.011
H 0.446 1.267 -0.501
H -1.503 -1.066 0.408
*
```


Record 2
The following is a quantum chemistry calculation of a structure of composition C56H132F12N9O17S4 in a non-equilibrium geometry, from the Open Molecules 2025 dataset.

As for the largest force on an atom: 4.7 eV/Å. For the molar mass, the calculation gives 1560.0 g mol⁻¹. As for the orbital gap: 7.8 eV. For the highest occupied orbital energy, the calculation gives -0.6009 hartree. As for the LUMO energy: -8.59 eV.

The geometry in ORCA input format:
```
! wB97M-V def2-TZVPD RIJCOSX def2/J DEFGRID3
* xyz 5 1
S -5.417 1.172 1.292
S -0.353 -1.872 -0.870
S -1.401 -1.187 1.532
S -5.433 3.895 0.924
F -7.166 0.993 -0.790
F -7.806 4.243 -0.298
F 1.819 -1.146 -2.104
F 0.970 -0.576 2.711
F 1.539 0.277 -0.494
F -0.194 -2.271 3.476
F -5.043 0.959 -1.415
F -7.682 4.936 1.665
F -6.487 6.005 0.131
F 2.214 -1.752 -0.091
F -5.845 -0.687 -0.236
F -0.870 -0.265 3.831
O -1.513 0.189 1.092
O -4.712 3.679 -0.286
O 6.866 0.831 -1.470
O -5.996 -6.274 4.995
O -0.905 -0.221 -5.502
O 1.762 -7.985 -6.417
O -2.631 -1.837 1.962
O -0.058 -3.154 -1.462
O -3.790 -5.814 0.793
O -3.975 1.091 1.278
O -4.537 -2.382 5.311
O 2.387 -3.389 1.997
O 1.784 3.523 4.759
O -2.740 3.602 4.710
O -1.337 -0.993 -1.516
O -4.789 4.701 1.980
O -6.119 0.332 2.237
N -6.708 -4.007 3.991
N -0.565 -2.160 0.720
N -0.213 -4.820 1.282
N -6.132 2.619 1.456
N 3.873 -6.441 -4.637
N -3.141 6.527 6.221
N -0.368 2.795 -5.733
N 8.441 2.273 -3.853
N 0.504 3.560 2.030
C 7.067 2.370 -3.360
C -5.544 -1.831 4.519
C -2.717 7.913 6.033
C -1.096 2.422 -4.478
C -2.725 -4.876 0.811
C -0.885 1.839 -6.782
C 4.810 -6.043 -5.739
C 2.262 -4.708 1.654
C 1.738 2.937 1.589
C -5.829 -7.345 5.838
C -2.320 5.774 7.160
C 8.363 2.335 -5.375
C 1.409 -1.044 -0.887
C 0.945 -5.317 2.041
C 5.600 0.166 -1.319
C -3.863 4.498 4.673
C 9.202 3.420 -3.273
C 1.409 -5.822 -3.892
C -3.204 2.265 4.466
C -5.901 0.624 -0.434
C -4.098 -1.400 6.270
C 1.339 5.873 1.472
C 6.762 2.204 -1.881
C -6.794 -5.231 3.058
C 1.036 2.381 4.289
C -4.332 -5.969 -0.516
C -2.524 8.700 7.337
C -4.531 6.697 6.832
C 2.790 3.228 5.702
C -6.048 -2.806 3.423
C 4.771 -4.733 -2.905
C -0.456 3.347 0.949
C 3.029 -8.475 -6.156
C 8.596 -0.221 -4.104
C 2.589 -5.609 -4.827
C 3.571 -7.904 -4.770
C -0.538 4.224 -6.108
C 1.083 2.518 -5.626
C 0.065 2.777 3.221
C -0.812 3.363 -3.284
C -6.911 -6.450 3.974
C 1.113 -8.643 -7.521
C -0.250 -1.081 2.944
C -6.974 4.789 0.545
C -1.508 -5.603 1.385
C 9.124 1.025 -3.447
C -1.841 3.947 1.151
C 3.717 -2.954 2.065
C -1.889 4.719 -6.520
C -3.256 5.882 4.835
C 7.874 3.606 -5.977
C 4.584 -6.171 -3.343
C -0.656 -1.619 -5.446
C -0.796 5.704 6.725
C -0.635 0.324 -6.756
C 0.712 4.948 2.517
H -4.034 -0.412 5.764
H -7.621 -3.783 4.393
H -3.438 -6.223 -1.158
H -0.294 5.277 2.851
H -4.466 4.252 5.568
H -6.147 -4.345 4.777
H 2.481 -4.901 0.589
H 2.942 -9.565 -5.974
H 9.097 0.908 -2.363
H 0.863 -6.723 -4.162
H -1.035 2.699 -2.429
H -3.925 6.537 4.274
H -2.293 9.729 6.985
H 2.059 3.533 0.749
H 8.570 4.454 -5.867
H -0.738 3.367 3.616
H -4.426 4.524 3.716
H -6.686 -7.287 3.304
H 1.240 6.804 2.037
H -6.544 -7.405 6.702
H 6.716 3.349 -3.678
H -1.763 5.805 -6.436
H -0.633 2.246 0.899
H 0.781 5.928 0.521
H -0.401 1.873 2.842
H -5.075 7.403 6.217
H -3.349 8.820 8.016
H -3.520 2.013 3.434
H 2.283 2.793 6.591
H 0.078 -4.728 0.303
H -7.997 -6.589 4.329
H 10.169 3.518 -3.783
H -2.180 4.479 -7.523
H -0.384 -3.872 1.584
H -2.278 3.522 2.059
H -3.117 -1.703 6.652
H 5.118 -4.781 -1.905
H -4.711 -4.953 -0.751
H -2.181 2.420 -4.746
H 3.813 -8.323 -6.884
H -1.280 -2.158 -6.099
H 4.254 -6.107 -6.671
H 1.569 2.795 -6.569
H -5.877 -8.292 5.322
H 10.174 1.105 -3.784
H -3.103 -4.019 1.356
H 0.363 1.920 5.056
H 2.962 -5.373 2.167
H 2.294 -5.806 -5.819
H -0.055 3.659 -0.010
H 3.974 -6.628 -2.550
H 4.465 -8.469 -4.471
H 4.888 0.643 -0.626
H -0.790 1.396 -4.245
H -1.418 4.295 -3.226
H 1.078 -9.735 -7.388
H -4.933 -6.879 -0.599
H 3.240 4.199 5.917
H 9.006 -1.012 -3.508
H 7.851 3.350 -7.053
H -0.262 5.262 7.545
H 1.357 4.858 3.402
H 0.104 -8.249 -7.559
H 0.390 0.111 -7.089
H -0.778 5.027 5.876
H 5.468 -6.773 -3.307
H 0.194 4.488 -6.889
H 5.781 2.590 -1.714
H 5.392 -4.039 -3.517
H 3.001 -4.540 -4.798
H -3.977 1.923 5.149
H -0.175 4.710 -5.233
H 0.994 -6.381 1.725
H 7.680 1.585 -5.779
H -1.945 2.065 -6.795
H -2.313 1.597 4.656
H 0.293 3.531 -3.158
H 0.409 -1.780 -5.649
H -1.377 -6.548 0.918
H 1.356 1.512 -5.381
H 5.866 -0.868 -1.032
H -1.661 8.336 7.874
H 0.722 -5.007 -4.053
H -5.060 5.735 6.920
H -7.605 -5.087 2.336
H 1.740 1.599 3.943
H 8.937 -0.300 -5.123
H 6.862 3.886 -5.666
H 5.008 0.022 -2.228
H -2.523 -4.508 -0.215
H -0.486 6.711 6.491
H -4.462 7.097 7.859
H 2.416 5.837 1.314
H -4.840 -7.165 6.263
H 4.996 -4.962 -5.685
H 0.719 -5.221 3.151
H -2.741 4.779 7.184
H 2.868 -8.100 -3.940
H 3.659 -1.908 2.337
H -3.518 8.442 5.485
H 9.421 3.282 -2.213
H -1.664 -5.709 2.480
H 1.566 -8.357 -8.464
H 8.657 4.351 -3.402
H 9.383 2.078 -5.660
H -6.492 -1.570 5.078
H 3.483 2.577 5.193
H 7.340 2.924 -1.281
H -1.833 7.903 5.409
H -6.729 -2.287 2.733
H -2.444 3.449 0.433
H -0.488 2.242 -7.699
H 1.415 3.226 -4.865
H 7.504 -0.309 -4.012
H 2.505 3.153 2.335
H 4.264 -3.030 1.110
H -5.277 -3.161 2.777
H 5.745 -6.583 -5.761
H -5.906 -5.207 2.421
H -1.332 -0.096 -7.497
H -5.220 -0.949 3.968
H 4.264 -3.553 2.814
H -2.246 5.971 4.428
H 1.764 1.880 1.398
H -2.758 4.409 -5.926
H 6.482 1.631 -3.870
H -0.871 -1.987 -4.439
H -1.820 4.989 1.044
H -4.717 -1.313 7.140
H -2.390 6.228 8.150
H 3.837 -4.167 -2.896
H 1.576 -5.758 -2.809
*
```


Record 3
The following is a quantum chemistry calculation of the molecule C12H16N6O3 in a non-equilibrium geometry, from the Open Molecules 2025 dataset.

As for the largest force on an atom: 1.2 eV/Å. For the molar mass, the calculation gives 292.3 g mol⁻¹. As for the orbital gap: 9.5 eV. The energy above the lowest of the compared OMol25 structures with the same formula, charge and spin comes out at 49.81 kJ/mol. For the highest occupied orbital energy, the calculation gives -0.3211 hartree. As for the SMILES: N[C@@H](Cc1c[nH]cn1)C(=O)N[C@@H](Cc1c[nH]cn1)C(=O)O. As for the LUMO energy: 0.80 eV.

The geometry in ORCA input format:
```
! wB97M-V def2-TZVPD RIJCOSX def2/J DEFGRID3
* xyz 0 1
O -0.462 -2.407 -0.613
O 3.547 -2.668 0.810
O 1.927 -1.542 1.863
N -4.112 1.206 0.076
N -1.123 1.111 -0.359
N 3.718 2.707 0.317
N 4.332 0.618 0.708
N -5.897 0.216 0.898
N 0.912 -0.595 -0.521
C 3.193 1.949 -0.704
C 4.386 1.855 1.137
C 2.491 -1.831 0.848
C 2.117 -1.380 -0.555
C 3.258 -0.579 -1.207
C -5.276 1.385 0.662
C -1.467 -0.283 -0.062
C 3.590 0.664 -0.448
C -0.293 -1.224 -0.434
C -3.988 -0.170 -0.082
C -5.081 -0.794 0.438
C -2.770 -0.790 -0.688
H 3.768 -2.896 1.710
H 2.585 2.389 -1.500
H -1.888 1.673 0.022
H 2.951 -0.338 -2.234
H -2.737 -0.616 -1.800
H -5.323 -1.835 0.537
H -1.562 -0.370 1.014
H 0.944 0.350 -0.200
H -6.796 0.092 1.334
H 4.920 2.187 2.022
H 4.166 -1.212 -1.244
H 1.916 -2.289 -1.139
H -2.794 -1.888 -0.594
H -5.672 2.346 0.928
H 3.605 3.696 0.430
H -1.085 1.263 -1.369
*
```


Record 4
The following is a quantum chemistry calculation of the molecule C4H6N2 in a non-equilibrium geometry, from the Open Molecules 2025 dataset.

As for the largest force on an atom: 1.1 eV/Å. For the molar mass, the calculation gives 82.1 g mol⁻¹. As for the orbital gap: 9.5 eV. The energy above the lowest of the compared OMol25 structures with the same formula, charge and spin comes out at 220.76 kJ/mol. For the highest occupied orbital energy, the calculation gives -0.3201 hartree. As for the SMILES: [H]/N=C(\C)NC#C. As for the LUMO energy: 0.76 eV.

The geometry in ORCA input format:
```
! wB97M-V def2-TZVPD RIJCOSX def2/J DEFGRID3
* xyz 0 1
N 0.597 -0.342 -0.455
N -1.248 0.955 -0.089
C 0.713 -0.070 -1.761
C -0.372 0.168 0.372
C -0.226 -0.311 1.799
C 0.808 0.185 -2.928
H 0.925 0.384 -3.948
H -1.920 1.284 0.597
H 0.677 0.125 2.235
H -0.144 -1.407 1.843
H -1.091 -0.002 2.393
H 1.282 -0.970 -0.059
*
```


Record 5
The following is a quantum chemistry calculation of a structure of composition C39H38Cl2F6N2O9PS4Si2Ti in a non-equilibrium geometry, from the Open Molecules 2025 dataset.

As for the largest force on an atom: 2.0 eV/Å. For the molar mass, the calculation gives 1126.9 g mol⁻¹. As for the orbital gap (spin up / spin down): 5.0 / 7.2 eV. The energy above the lowest of the compared OMol25 structures with the same formula, charge and spin comes out at 668.12 kJ/mol. Its expectation value of S² is 0.783. For the highest occupied orbital energy (spin up / spin down), the calculation gives -0.0479 / -0.1280 hartree. As for the LUMO energy (spin up / spin down): 3.74 / 3.73 eV.

The geometry in ORCA input format:
```
! wB97M-V def2-TZVPD RIJCOSX def2/J DEFGRID3
* xyz -2 2
Ti 0.585 -0.643 0.684
Cl -2.356 0.833 1.389
Cl 4.450 6.408 2.596
S 2.225 0.758 -1.445
S 1.172 -3.060 -0.910
S 3.779 -4.073 -1.057
S 3.256 0.601 -4.302
P -0.734 -0.276 -2.125
Si -2.128 1.541 3.301
Si -0.544 -1.671 2.745
F 1.521 -5.771 0.005
F 4.254 -1.495 -0.547
F 4.666 -2.059 -2.601
F 5.988 -2.705 -1.013
F -0.506 -5.113 -0.012
F 0.822 -4.450 1.555
O 0.501 1.234 0.834
O -0.180 -3.068 -1.433
O 4.544 -5.003 -1.842
O 2.106 0.069 1.723
O 1.813 -1.728 -1.945
O 1.408 -2.262 0.397
O -0.758 -0.627 -0.585
O 3.848 -4.162 0.379
O 4.392 1.894 -2.395
N 1.242 -0.419 -2.126
N 2.341 -3.920 -1.678
C -3.695 -0.851 6.277
C -3.327 2.953 3.562
C 3.366 1.109 -2.753
C -0.657 -1.128 -3.798
C -0.949 3.798 -1.707
C -1.304 -0.382 -4.795
C -4.904 0.492 -2.466
C -4.546 -1.813 -1.906
C -0.535 1.527 -2.420
C -2.641 -0.330 -2.183
C -2.119 -2.192 5.051
C -0.202 4.281 -2.775
C 4.692 -2.479 -1.337
C -1.803 -1.145 4.177
C 0.166 2.020 -3.517
C -0.091 -2.747 -5.501
C 0.341 3.386 -3.688
C 4.251 3.693 2.608
C -2.475 0.083 4.392
C -0.439 2.183 3.737
C 3.665 4.891 2.214
C 2.459 4.899 1.516
C 2.375 2.475 1.668
C -1.107 2.430 -1.529
C -1.313 -0.791 -6.119
C 1.820 3.707 1.245
C 4.520 2.317 -1.025
C 0.762 -4.687 0.224
C 0.775 -2.498 3.833
C 3.617 2.496 2.340
C -0.705 -1.984 -6.480
C -3.527 0.707 -2.465
C 1.684 1.267 1.425
C -3.178 -1.597 -1.908
C -3.041 -2.061 6.080
C -0.045 -2.320 -4.178
C -3.402 0.210 5.434
C -5.417 -0.763 -2.181
C -1.777 -2.912 1.965
H 0.882 3.684 0.703
H -3.260 -2.906 6.724
H 0.917 3.746 -4.533
H -1.804 -0.176 -6.865
H 4.534 1.462 -0.348
H -4.362 2.642 3.386
H 0.326 1.441 3.497
H -3.250 3.346 4.581
H -0.704 -2.310 -7.514
H -1.634 -3.922 2.359
H 0.611 1.333 -4.225
H 0.471 -2.927 -3.463
H 5.202 3.707 3.126
H -0.040 5.347 -2.891
H 3.705 2.982 -0.737
H -3.905 1.164 5.582
H -1.643 -2.961 0.882
H -0.198 3.098 3.187
H 4.053 1.554 2.650
H 0.451 -3.480 4.189
H 1.004 -1.870 4.698
H -1.814 0.536 -4.536
H -4.942 -2.799 -1.690
H 5.466 2.847 -0.970
H -1.638 -3.158 4.910
H -2.492 -2.408 -1.681
H -2.806 -2.606 2.163
H -1.681 2.063 -0.694
H -5.576 1.315 -2.689
H 2.028 5.837 1.189
H -4.428 -0.740 7.068
H -3.094 3.766 2.868
H -1.412 4.486 -1.007
H -3.152 1.700 -2.677
H 0.365 -3.696 -5.757
H 1.692 -2.644 3.257
H -6.489 -0.921 -2.157
H -0.385 2.391 4.809
*
```


Record 6
The following is a quantum chemistry calculation of a cluster of 2 separate species, C2H5OS in total in a non-equilibrium geometry, from the Open Molecules 2025 dataset.

As for the largest force on an atom: 3.4 eV/Å. For the molar mass, the calculation gives 77.1 g mol⁻¹. As for the orbital gap: 7.5 eV. The energy above the lowest of the compared OMol25 structures with the same formula, charge and spin comes out at 127.38 kJ/mol. For the highest occupied orbital energy, the calculation gives -0.1183 hartree. As for the LUMO energy: 4.30 eV.

The geometry in ORCA input format:
```
! wB97M-V def2-TZVPD RIJCOSX def2/J DEFGRID3
* xyz -1 1
S 0.263 0.059 2.469
O 1.373 0.029 -0.189
C 0.410 -0.035 -1.121
C -0.877 -0.518 -1.068
H -1.180 -0.430 -2.162
H 0.673 0.738 -1.849
H -0.057 0.831 3.427
H -1.385 -0.884 -0.175
H 0.780 0.210 0.667
*
```


Record 7
The following is a quantum chemistry calculation of a structure of composition C33H33AsNP2S4SbTeW in a non-equilibrium geometry, from the Open Molecules 2025 dataset.

As for the largest force on an atom: 3.1 eV/Å. For the molar mass, the calculation gives 1142.0 g mol⁻¹. As for the orbital gap (spin up / spin down): 5.5 / 6.4 eV. The energy above the lowest of the compared OMol25 structures with the same formula, charge and spin comes out at 117.79 kJ/mol. Its expectation value of S² is 2.023. For the highest occupied orbital energy (spin up / spin down), the calculation gives -0.2351 / -0.2804 hartree. As for the LUMO energy (spin up / spin down): -0.93 / -1.23 eV.

The geometry in ORCA input format:
```
! wB97M-V def2-TZVPD RIJCOSX def2/J DEFGRID3
* xyz 0 3
W -1.717 -7.024 -16.868
Te -5.730 -6.824 -20.590
Sb 0.676 -8.037 -15.047
As -0.258 -4.919 -16.260
S 1.542 -8.810 -13.078
S -1.414 -6.874 -14.508
S -0.354 -8.152 -18.184
S -3.232 -8.630 -16.465
P -3.638 -5.960 -18.023
P -5.015 -8.655 -17.682
N -9.390 -3.596 -19.558
C -1.710 -5.933 -21.666
C -3.041 -4.026 -20.034
C -4.449 -4.455 -17.276
C -8.055 -9.807 -15.003
C -4.849 -12.226 -20.591
C -2.777 -3.815 -21.387
C -6.392 -3.277 -16.514
C -6.263 -8.762 -16.367
C -8.487 -3.303 -20.488
C -5.027 -10.221 -18.674
C -8.135 -8.607 -14.309
C -8.378 -5.763 -19.264
C -3.646 -11.624 -20.121
C 1.601 -5.088 -15.493
C -9.367 -4.844 -18.997
C -6.046 -11.990 -19.924
C -6.153 -10.981 -18.994
C -3.725 -10.618 -19.171
C -3.653 -3.389 -16.884
C -6.368 -7.578 -15.658
C -2.075 -4.692 -22.195
C -5.585 -2.177 -16.180
C -0.603 -3.685 -14.806
C -2.695 -5.328 -19.492
C -7.356 -5.478 -20.234
C 0.332 -3.757 -17.836
C -4.186 -2.283 -16.261
C -4.878 -7.102 -18.623
C -5.802 -4.396 -17.056
C -7.087 -9.837 -16.047
C -2.035 -6.268 -20.371
C -7.283 -7.556 -14.556
C -7.593 -4.269 -20.885
H -8.861 -8.537 -13.468
H -7.335 -6.629 -14.032
H -8.610 -10.709 -14.607
H -0.485 -3.680 -18.570
H -1.822 -4.371 -23.202
H -7.096 -10.833 -18.398
H -1.104 -6.579 -22.276
H -0.119 -4.096 -13.924
H -0.089 -2.756 -15.067
H 1.320 -4.121 -18.241
H -7.094 -4.114 -21.837
H -1.679 -3.539 -14.702
H -4.704 -13.012 -21.356
H -2.578 -3.398 -17.101
H -6.860 -10.765 -16.676
H -2.867 -10.148 -18.738
H -3.526 -3.288 -19.350
H -3.035 -2.880 -21.819
H -6.873 -12.670 -20.070
H -7.516 -3.273 -16.312
H -5.624 -6.770 -15.812
H -5.951 -1.183 -15.870
H -2.662 -11.788 -20.555
H -8.593 -2.364 -20.977
H 2.175 -5.970 -15.747
H -10.261 -5.137 -18.353
H 0.598 -2.796 -17.415
H -1.892 -7.292 -20.038
H -8.359 -6.704 -18.701
H 1.473 -5.135 -14.378
H -6.397 -5.296 -17.317
H -3.518 -1.511 -15.936
H 2.076 -4.181 -15.759
*
```